DFT (wB97M-V/def2-TZVPD) results for a 24-piece molecular cluster, C48H144O24 overall at a distorted geometry.

```
216
Properties=species:S:1:pos:R:3:forces:R:3
C 0.22931 -5.94239 -6.63824 1.66 0.19 0.10
C -0.59668 -4.92164 -5.89364 -0.33 0.49 -0.53
O 0.13667 -3.89435 -5.26076 2.34 0.67 -0.43
H 0.74085 -6.60497 -5.92647 -0.25 -0.07 -0.12
H 1.07223 -5.50457 -7.23444 -0.89 0.01 0.28
H -0.38322 -6.52800 -7.30409 -0.22 -0.27 -0.17
H -1.07541 -5.41902 -5.05512 -0.75 -0.10 -0.28
H -1.30528 -4.43183 -6.60394 0.10 -0.55 0.62
H 1.04320 -3.78349 -5.69299 -1.52 0.03 0.42
C -1.96530 -7.21466 1.28315 0.87 2.00 0.98
C -1.47311 -6.45590 2.52406 -1.05 1.11 0.54
O -1.16247 -5.06131 2.26786 -0.27 -1.21 -0.13
H -2.60303 -6.51759 0.73567 -0.02 -0.33 -0.20
H -2.51226 -8.03232 1.65659 -0.70 -1.31 -0.03
H -1.09317 -7.49646 0.71884 0.05 -0.33 -0.58
H -0.65405 -6.93554 3.03868 0.62 -0.19 -0.16
H -2.25833 -6.40558 3.30028 0.04 -0.05 -0.46
H -0.34376 -5.06853 1.74845 0.44 0.01 0.03
C 4.09994 5.03565 1.67504 -1.01 1.52 -0.54
C 4.17451 3.55128 1.77214 -1.22 -0.32 0.25
O 5.13589 3.04340 0.90308 1.33 -0.43 -0.56
H 4.94746 5.60536 2.07237 -0.06 -0.32 -0.10
H 3.16731 5.42399 2.12791 0.47 -0.24 0.21
H 3.94433 5.31274 0.59872 0.46 -0.23 0.71
H 3.21136 3.15829 1.46950 -0.56 -0.10 -0.15
H 4.27574 3.12668 2.78707 0.66 0.39 -0.38
H 4.98386 3.33133 -0.02135 -0.13 -0.12 0.38
C -0.00812 3.81143 -1.91973 -0.24 1.67 -2.87
C -0.65706 5.01688 -1.26885 -1.18 -1.42 -0.24
O -2.10292 5.06321 -1.62024 1.28 0.64 1.00
H -0.22392 2.89075 -1.45985 -0.37 -1.09 0.60
H 1.05175 4.03287 -1.88660 0.28 -0.43 0.13
H -0.26965 3.76675 -3.04890 0.30 -0.05 1.77
H -0.20730 5.91369 -1.66367 0.23 0.43 0.30
H -0.48204 4.81599 -0.19299 -0.48 0.90 -0.25
H -2.46493 5.75016 -1.01882 0.00 -0.53 -0.31
C -1.08555 -2.32619 4.03832 1.05 -0.66 -0.25
C -1.82966 -1.89752 2.76851 0.37 -0.81 -0.73
O -2.72196 -2.92017 2.29523 -0.55 -0.01 -0.21
H -1.74392 -2.59905 4.91244 0.48 0.57 -0.98
H -0.36150 -1.52520 4.28360 -0.50 -0.22 0.30
H -0.43050 -3.21969 3.81979 -0.80 0.77 0.18
H -1.14295 -1.58903 1.91670 -0.32 -0.48 1.06
H -2.43489 -1.01783 2.95680 -0.29 0.08 0.11
H -2.32618 -3.80385 2.05786 0.56 1.12 0.65
C -6.45935 -4.26622 3.01063 0.21 -1.27 -0.13
C -5.71506 -4.46147 1.70474 0.25 -1.20 -0.42
O -5.16820 -3.28293 1.22365 0.12 1.47 -1.15
H -6.88890 -5.24955 3.29727 0.13 0.57 0.06
H -7.26250 -3.55791 2.87380 -0.15 0.32 0.14
H -5.74572 -3.95627 3.77340 -0.21 0.18 0.14
H -6.42265 -4.84402 0.90162 0.82 0.32 0.90
H -4.87709 -5.20397 1.82173 -0.86 0.19 0.03
H -4.32151 -2.97765 1.62852 -0.32 -0.64 0.27
C 3.53162 4.44376 -3.32639 1.35 -0.31 1.39
C 4.23013 3.09147 -3.17943 -0.34 -0.76 -1.93
O 4.78769 2.84607 -1.94933 0.53 1.58 2.13
H 3.14766 4.59575 -4.29739 -0.32 -0.05 -1.25
H 4.24751 5.24304 -3.11700 -0.07 0.02 0.00
H 2.71304 4.53788 -2.64107 -0.32 0.06 0.46
H 5.00003 2.99535 -3.97680 -0.26 0.16 0.26
H 3.52411 2.28172 -3.35709 -0.45 -0.04 -0.44
H 4.96824 1.92502 -1.73299 0.07 -0.65 -0.59
C -2.46797 6.28757 -5.89635 -1.05 -0.53 1.03
C -1.23085 6.21092 -5.01406 0.51 -0.26 0.19
O -1.50453 6.81755 -3.75075 1.01 0.91 -1.28
H -3.39552 5.75637 -5.45635 1.62 0.52 -0.75
H -2.24180 5.97310 -6.90038 -0.13 -0.46 -0.43
H -2.73529 7.33377 -5.94986 -0.15 0.35 -0.04
H -0.42691 6.81828 -5.49257 -0.43 -0.52 0.36
H -0.82837 5.15674 -4.84919 -0.54 1.14 -0.39
H -1.92708 6.15684 -3.23957 -0.82 -1.13 1.28
C -2.96780 -1.93921 -1.27365 -1.52 0.02 -1.28
C -3.12435 -3.38450 -1.73107 0.17 -1.11 1.03
O -4.49851 -3.80892 -1.76654 -0.09 0.55 1.39
H -1.96974 -1.62219 -1.03717 0.63 0.13 -0.29
H -3.51860 -1.90881 -0.37154 -0.55 0.38 1.24
H -3.52888 -1.24635 -1.98127 1.02 -0.71 0.67
H -2.55420 -4.10526 -1.04162 -0.48 1.05 -0.81
H -2.75646 -3.53051 -2.73187 0.22 -0.13 -0.44
H -4.87288 -3.69080 -0.83993 0.68 -0.04 -1.32
C -4.96588 7.85079 2.19459 -0.96 -1.00 -0.77
C -4.26154 6.60616 1.65550 -0.28 -0.02 0.71
O -3.12972 6.91832 0.84161 0.23 0.42 -0.15
H -4.93208 8.63896 1.41856 -0.58 -0.25 0.37
H -4.50084 8.22748 3.07517 0.41 0.36 0.71
H -6.01071 7.49645 2.45618 1.01 0.95 -0.36
H -4.99451 6.03144 1.07541 0.31 -0.11 0.02
H -3.91751 5.99670 2.52156 -0.23 0.15 -0.94
H -3.24807 7.82089 0.48995 0.10 -0.62 0.22
C -1.04863 6.22663 5.40215 -0.95 -2.28 1.19
C -1.86332 5.89191 4.16961 -1.43 0.64 0.59
O -0.96458 5.70339 3.11779 1.39 -0.59 0.60
H -0.56244 7.14855 5.27589 0.76 1.22 -0.10
H -0.29398 5.39663 5.48044 -0.51 0.87 0.28
H -1.68318 6.25247 6.35269 0.84 -0.09 -1.30
H -2.57413 6.73911 3.93405 0.64 -0.78 0.24
H -2.46642 4.96977 4.31003 0.17 0.44 0.05
H -1.36299 5.96474 2.31644 -0.83 0.44 -1.61
C -4.87677 -0.33299 5.02721 0.47 0.13 -0.55
C -4.88068 0.87127 4.06634 -0.52 0.20 1.23
O -3.57831 1.30624 3.76687 0.23 0.78 0.17
H -4.41465 -0.05617 5.99515 -0.07 -0.19 -0.55
H -4.32285 -1.21157 4.56152 -0.92 0.93 0.70
H -5.94899 -0.51278 5.22074 0.52 -0.56 -0.07
H -5.50398 1.66572 4.58554 0.68 -0.50 -0.67
H -5.37899 0.58781 3.15040 -0.41 -0.10 -0.39
H -3.62417 2.19809 3.34880 0.13 -0.79 -0.02
C 0.79814 2.03818 5.02497 0.31 -0.37 -1.96
C -0.41581 2.13358 4.06946 -0.70 1.25 1.25
O -0.22591 2.69410 2.77914 0.93 -0.90 -0.54
H 1.51887 1.34241 4.54758 -0.17 0.19 0.52
H 0.43371 1.62017 5.95534 0.17 0.05 0.31
H 1.33095 2.99597 5.15039 -0.44 -0.28 0.14
H -1.09182 2.87613 4.48886 -0.47 -0.31 0.85
H -0.98296 1.18760 4.06580 0.44 0.31 -0.57
H -0.18516 3.64759 2.90374 -0.09 0.21 -0.07
C 4.64968 -1.95890 -7.52348 0.36 -0.99 -1.01
C 3.56306 -2.04896 -6.52010 -0.67 0.01 2.16
O 2.81370 -3.23950 -6.53799 0.29 -2.75 1.02
H 5.54025 -1.57671 -7.06000 0.33 1.07 -0.23
H 4.26834 -1.47837 -8.41919 0.58 0.49 -0.10
H 5.01607 -2.93589 -7.86289 -0.51 -0.20 0.20
H 2.74487 -1.34075 -6.65855 0.59 0.73 -0.04
H 4.01437 -1.88915 -5.49528 -0.71 -0.09 -0.84
H 3.26003 -3.96590 -5.96666 -0.39 1.56 -1.32
C 7.16941 -1.18411 2.29039 1.55 1.19 -0.23
C 6.94522 0.31720 1.86957 0.72 -0.93 2.04
O 5.66799 0.47871 1.33731 -0.23 -1.00 -0.43
H 8.26242 -1.43877 2.16487 -1.15 0.08 -0.16
H 6.53528 -1.88349 1.74910 0.05 0.07 -0.05
H 7.01592 -1.25113 3.36224 -0.42 -0.29 0.07
H 7.73321 0.70034 1.21793 -0.05 -0.18 -0.27
H 7.02253 0.89594 2.83255 0.03 -0.21 -0.83
H 5.57489 1.41769 1.16331 -0.56 0.98 -0.24
C -1.14994 0.38886 -4.27097 1.22 1.14 0.23
C 0.30228 0.00289 -4.55671 -0.18 0.52 -0.36
O 0.67212 -1.23904 -3.98758 0.21 0.29 0.64
H -1.22505 0.72042 -3.23617 -0.26 -0.37 0.23
H -1.73437 -0.47931 -4.46521 -1.00 -0.37 -0.17
H -1.42994 1.28741 -4.85490 -0.05 -0.71 -0.06
H 0.96435 0.75285 -4.09855 0.02 -0.21 -0.45
H 0.43465 -0.04837 -5.65196 0.27 0.20 0.34
H 0.20800 -1.94426 -4.43705 -0.29 -0.66 -0.27
C 2.35080 -5.07559 -2.89013 1.25 -1.01 -0.55
C 3.33804 -4.12585 -3.60765 -1.77 -0.25 0.41
O 4.10773 -4.77361 -4.61541 0.19 1.10 -0.53
H 1.65989 -5.54162 -3.65829 0.30 0.92 1.12
H 1.90892 -4.53848 -2.03470 -0.30 -0.35 -0.60
H 2.93853 -5.93451 -2.48018 -0.37 0.53 -0.04
H 4.02350 -3.64707 -2.91671 0.00 0.11 0.17
H 2.65798 -3.37938 -4.07019 0.86 0.00 0.09
H 3.97386 -5.70738 -4.61534 -0.25 -0.99 0.23
C 2.71875 -1.99629 2.30994 0.80 -0.77 -0.94
C 3.08637 -2.37593 0.85050 0.23 -1.62 0.59
O 2.08912 -3.11140 0.12817 -0.54 0.10 0.32
H 2.04077 -2.74969 2.69427 -0.05 -0.16 0.22
H 2.26542 -1.04160 2.35978 -0.61 0.85 0.05
H 3.60485 -1.92918 2.95111 -0.04 -0.26 -0.22
H 3.90643 -3.08951 0.80834 0.37 0.02 0.58
H 3.40452 -1.59453 0.21130 0.19 1.31 -0.29
H 1.45355 -2.46589 -0.21683 -0.06 0.22 -0.19
C 6.01771 -0.88089 -3.55405 -2.01 1.04 -1.33
C 5.34614 -0.88527 -2.19646 1.11 -2.32 -1.17
O 5.64720 0.22978 -1.48812 0.69 1.68 2.32
H 5.58960 -0.03155 -4.11267 0.50 0.41 0.27
H 5.57712 -1.64102 -4.19293 0.41 -0.85 0.26
H 7.08543 -0.83917 -3.65410 0.46 -0.16 0.47
H 5.70305 -1.79111 -1.68853 -0.20 0.00 0.28
H 4.28963 -0.95796 -2.31071 -1.11 -0.36 -0.35
H 5.62374 0.00263 -0.52405 0.04 0.65 -0.50
C 3.38237 -6.72853 1.51634 2.12 -0.92 -0.17
C 2.07519 -6.49656 0.82342 -0.79 0.01 -1.08
O 1.40767 -5.35899 1.39907 0.02 -0.43 -0.53
H 4.12462 -5.91298 1.38775 -0.53 -0.29 -0.43
H 3.93333 -7.70748 1.27685 -1.01 1.30 -0.08
H 3.26989 -6.74742 2.57812 -0.52 -0.13 0.85
H 1.40597 -7.39229 0.86366 0.42 0.66 0.39
H 2.19679 -6.32533 -0.27372 0.14 -0.04 0.72
H 1.57771 -4.57080 0.82750 0.20 -0.13 0.33
C -7.22913 2.67081 -1.68489 0.75 0.34 0.99
C -6.38632 3.61282 -0.78511 0.24 -0.08 -0.12
O -6.35429 3.15279 0.57353 1.95 0.02 -0.72
H -6.80118 1.65048 -1.73060 -0.52 0.52 0.11
H -7.29040 3.09645 -2.66772 0.13 0.11 -0.68
H -8.26163 2.72899 -1.29027 0.46 -0.57 -0.10
H -6.90471 4.56672 -0.79041 0.09 0.46 -0.12
H -5.30802 3.81749 -1.05317 -1.21 -0.60 -0.07
H -7.23017 3.12994 0.88274 -1.75 -0.15 0.75
C -3.07311 1.57465 0.31652 -0.67 0.03 3.68
C -2.84621 3.03636 0.69506 -0.10 -0.28 -0.38
O -3.64725 3.46620 1.80486 -0.34 -0.19 0.08
H -2.80607 1.35749 -0.65256 1.10 -0.43 -2.27
H -4.18133 1.44469 0.32508 0.71 -0.44 0.39
H -2.50556 0.91422 1.07534 -1.28 0.68 -1.25
H -3.09131 3.62887 -0.17650 0.02 0.37 -0.10
H -1.80677 3.21648 0.96688 -0.08 0.03 0.09
H -4.58718 3.38439 1.54050 0.45 0.00 0.03
C 1.18921 -1.90278 7.17990 1.35 -0.02 -0.58
C 1.72698 -3.32442 7.24324 -1.40 -1.12 1.03
O 1.33658 -4.05168 6.06275 -1.14 0.21 0.71
H 0.13700 -1.70602 7.31140 -0.48 -0.54 -0.16
H 1.54386 -1.52111 6.21100 -0.42 0.14 0.17
H 1.68664 -1.31741 7.92323 0.39 0.52 0.66
H 1.40932 -3.89095 8.19172 0.03 0.76 -1.19
H 2.80630 -3.35420 7.32486 0.25 0.24 -0.48
H 0.34373 -4.00524 6.05382 1.42 -0.17 -0.20
C 1.55168 0.64347 0.49895 0.14 0.30 1.57
C 0.93626 0.43022 -0.79585 -1.09 0.26 -2.16
O 1.12332 -0.95151 -1.14198 -1.36 0.03 -1.06
H 1.08619 -0.06870 1.17077 -0.07 -0.09 0.33
H 1.28324 1.62737 0.89612 0.41 -0.02 -0.02
H 2.62264 0.43304 0.48985 0.00 0.35 0.05
H 1.45823 0.99815 -1.59042 -0.38 0.18 0.26
H -0.16363 0.78328 -0.75865 1.37 -0.90 -0.23
H 0.70679 -1.11871 -2.03692 0.75 0.16 0.91
```
Positions in Å, forces in eV/Å.

Values from the calculation:
**Frontier orbital gap**: 9.7 eV
**Energy relative to the best compared isomer or geometry (same formula, charge and spin)**: 64.2 kcal per mole
**Molar mass**: 1105.66 g mol⁻¹
**Calculated total energy**: -101244.887 eV
**Lowest unoccupied orbital energy**: 0.4 eV
**Highest occupied orbital energy**: -9.35 eV
**Strongest force on any atom**: 3.74 eV/A